Formula: C21H34IrN6
Source: the OMol25 dataset
Level of theory: ωB97M-V/def2-TZVPD

```
! wB97M-V def2-TZVPD RIJCOSX def2/J DEFGRID3
* xyz 2 2
Ir -0.226 -0.053 0.067
C -1.174 -1.694 1.150
C -1.970 -0.532 1.279
C -1.185 0.479 1.947
C 0.085 -0.088 2.229
C 0.117 -1.425 1.726
H -1.480 -2.613 0.675
H -2.985 -0.423 0.932
H -1.520 1.464 2.228
H 0.908 0.416 2.711
H 0.921 -2.131 1.845
C -1.963 2.074 -4.771
N -1.769 2.185 -3.323
C -2.593 3.200 -2.671
C -1.109 1.291 -2.576
N -1.280 1.145 -1.297
N -0.145 0.540 -3.233
C 0.311 -0.706 -2.870
N 0.931 -1.387 -3.851
N 0.171 -1.151 -1.665
H -1.471 2.899 -5.287
H -3.030 2.113 -4.986
H -1.591 1.128 -5.153
H -2.729 4.026 -3.364
H -2.091 3.589 -1.785
H -3.577 2.809 -2.399
H -2.095 1.629 -0.949
H 0.208 0.916 -4.098
H 0.739 -1.202 -4.821
H 1.414 -2.244 -3.638
H 0.452 -2.117 -1.563
C 4.220 -3.060 -0.447
C 3.960 -1.670 -0.964
C 4.817 -1.081 -1.897
C 4.611 0.218 -2.366
C 5.558 0.839 -3.356
C 3.536 0.941 -1.883
C 2.625 0.383 -0.952
C 2.872 -0.945 -0.524
N 1.536 1.056 -0.454
C 1.634 2.549 -0.277
C 3.020 2.932 0.272
C 1.312 3.304 -1.581
C 0.622 3.017 0.768
H 5.253 -3.357 -0.615
H 3.584 -3.794 -0.947
H 4.022 -3.125 0.623
H 5.673 -1.640 -2.255
H 6.253 0.104 -3.757
H 6.145 1.627 -2.881
H 5.020 1.290 -4.190
H 3.395 1.940 -2.260
H 2.222 -1.370 0.226
H 3.815 2.909 -0.466
H 3.299 2.272 1.096
H 2.967 3.947 0.662
H 1.770 2.873 -2.467
H 1.669 4.329 -1.485
H 0.236 3.349 -1.742
H 0.831 2.588 1.748
H -0.401 2.785 0.480
H 0.704 4.100 0.861
*
```

Summary:
Energy relative to the best compared isomer or geometry (same formula, charge and spin) ... 0.000 eV
LUMO energy (alpha / beta) ... -5.07 / -7.41 eV
Highest occupied orbital energy (alpha / beta) ... -14.04 / -14.54 eV
Orbital gap (alpha / beta) ... 8.97 / 7.13 eV

---

Formula: C21H34LaOSSeSi
Source: the OMol25 dataset
Level of theory: ωB97M-V/def2-TZVPD

```
! wB97M-V def2-TZVPD RIJCOSX def2/J DEFGRID3
* xyz 1 1
La -0.212 -1.037 0.404
C -1.531 0.647 2.104
C -2.462 0.131 1.150
C -2.677 -1.247 1.480
C -1.813 -1.589 2.570
C -1.135 -0.415 2.960
C -0.086 -0.391 4.005
C -1.729 -2.792 3.448
C -3.795 -2.164 1.025
C -3.151 1.070 0.147
C -1.110 2.063 2.282
H -0.511 -0.380 5.040
H 0.604 0.463 3.920
H 0.503 -1.335 4.096
H -2.216 -3.534 2.915
H -2.241 -2.584 4.336
H -0.678 -3.085 3.677
H -3.392 -3.168 1.036
H -4.105 -1.918 -0.010
H -4.651 -2.094 1.681
H -3.633 0.559 -0.742
H -2.382 1.819 -0.168
H -3.881 1.650 0.665
H -0.351 2.253 3.075
H -1.930 2.787 2.390
H -0.615 2.503 1.409
C 2.956 4.145 -2.061
C 3.034 2.748 -1.404
C 2.500 2.596 -0.199
C 2.644 1.429 0.534
C 3.261 0.365 -0.118
C 3.652 0.458 -1.436
C 3.539 1.646 -2.088
S 3.456 -1.241 0.700
C 4.168 -0.777 2.232
O 2.034 -1.652 1.198
H 3.101 4.957 -1.271
H 1.971 4.399 -2.521
H 3.710 4.182 -2.886
H 1.929 3.440 0.225
H 2.278 1.374 1.505
H 3.906 -0.374 -2.053
H 3.790 1.846 -3.103
H 3.534 -0.006 2.669
H 5.233 -0.386 2.194
H 4.069 -1.632 2.861
C -1.135 -2.432 -2.345
Si -1.017 -0.812 -3.384
C -2.623 -0.167 -4.043
C 0.255 -1.065 -4.729
Se -0.289 0.766 -1.794
H -1.607 -3.261 -2.791
H -1.708 -2.380 -1.436
H -0.069 -2.812 -2.097
H -3.400 -0.447 -3.285
H -2.927 -0.686 -4.983
H -2.714 0.888 -4.014
H -0.176 -1.600 -5.525
H 1.209 -1.608 -4.404
H 0.618 -0.114 -5.042
*
```

Summary:
LUMO energy ... -2.96 eV
Highest occupied orbital energy ... -10.54 eV
Orbital gap ... 7.59 eV

---

Formula: C21H34N2O2
Source: the OMol25 dataset
Level of theory: ωB97M-V/def2-TZVPD

```
! wB97M-V def2-TZVPD RIJCOSX def2/J DEFGRID3
* xyz 0 1
C 4.213 -3.165 2.225
H 4.217 -2.077 2.562
H 3.421 -3.731 2.744
H 5.229 -3.579 2.120
C 3.815 -3.057 0.544
N 2.384 -2.821 0.790
C 2.110 -1.433 1.096
C 0.486 -1.348 1.295
N -0.381 -2.010 0.362
C -0.014 -3.293 0.344
H -0.216 -4.004 1.373
C 1.365 -3.632 -0.286
C 1.603 -2.893 -1.785
H 0.373 -2.876 -1.995
H 1.997 -2.054 -1.851
C 2.258 -4.052 -2.437
O 1.691 -5.163 -2.516
H 0.714 -5.172 -2.723
H 2.088 -3.592 -3.643
H 3.187 -4.238 -2.088
H 1.672 -4.595 -0.267
H -0.742 -3.996 -0.154
C -1.871 -1.811 0.857
C -2.169 -0.375 0.822
C -3.117 0.238 1.363
C -3.388 1.718 1.426
C -2.748 2.494 0.306
C -2.255 1.696 -0.646
C -1.670 0.380 -0.351
H -1.107 -0.012 -1.123
H -1.843 2.231 -1.537
O -3.290 3.660 0.136
C -3.000 4.499 -0.811
H -3.070 4.016 -1.799
C -3.688 5.801 -0.717
H -4.212 6.083 -1.659
C -2.846 6.786 -0.198
C -1.473 6.448 -0.409
H -1.461 6.850 -1.656
C -1.507 4.760 -0.668
H -0.991 4.603 0.280
H -0.873 4.426 -1.392
H -0.536 6.771 -0.078
H -2.628 6.590 1.057
H -3.114 7.686 -0.233
H -4.707 5.784 -0.169
H -3.890 2.290 2.201
H -3.243 -0.011 2.495
H -2.477 -2.377 0.001
H -1.994 -2.237 1.871
H 0.349 -1.795 2.365
H 0.171 -0.266 1.457
H 1.897 -0.706 -0.071
H 2.643 -0.910 1.796
C 4.576 -2.123 -0.047
H 5.501 -2.655 0.056
H 4.653 -1.238 0.162
H 4.263 -2.300 -1.132
H 3.647 -4.213 0.332
*
```

Summary:
Energy relative to the best compared isomer or geometry (same formula, charge and spin) ... 19.264 eV
LUMO energy ... 0.57 eV
Highest occupied orbital energy ... -7.32 eV
Orbital gap ... 7.89 eV

---

Formula: C21H34N4O4S
Source: the OMol25 dataset
Level of theory: ωB97M-V/def2-TZVPD

```
! wB97M-V def2-TZVPD RIJCOSX def2/J DEFGRID3
* xyz 0 1
C -4.043 -2.937 -0.593
N -3.283 -1.770 -0.194
C -2.634 -1.937 1.097
C -1.351 -2.762 0.941
N -0.516 -2.172 -0.078
C 0.737 -1.736 0.159
O 1.315 -1.920 1.210
C 1.384 -0.990 -1.007
C 2.777 -1.571 -1.272
C 3.513 -0.741 -2.322
N 3.571 0.661 -1.980
S 4.861 1.165 -1.080
O 6.022 0.575 -1.670
O 4.766 2.590 -1.000
N 4.625 0.509 0.458
C 5.593 -0.499 0.855
C 6.882 0.154 1.359
O 6.621 1.059 2.410
C 5.729 2.071 1.998
C 4.403 1.479 1.516
C 2.289 1.256 -1.686
C 1.521 0.486 -0.612
C -4.013 -0.527 -0.333
C -5.234 -0.344 0.596
C -5.868 0.989 0.337
C -5.426 2.124 1.006
C -5.981 3.362 0.737
C -6.984 3.483 -0.209
C -7.429 2.360 -0.884
C -6.872 1.122 -0.613
H -4.515 -2.743 -1.554
H -4.820 -3.216 0.133
H -3.368 -3.783 -0.708
H -3.288 -2.424 1.837
H -2.361 -0.949 1.473
H -1.588 -3.795 0.669
H -0.781 -2.766 1.872
H -1.011 -1.906 -0.916
H 0.766 -1.077 -1.907
H 3.329 -1.564 -0.333
H 2.692 -2.603 -1.617
H 3.005 -0.825 -3.290
H 4.544 -1.074 -2.440
H 5.808 -1.121 -0.012
H 5.137 -1.102 1.647
H 7.565 -0.595 1.765
H 7.361 0.676 0.517
H 5.577 2.714 2.867
H 6.169 2.655 1.175
H 3.766 2.269 1.123
H 3.898 0.961 2.338
H 1.710 1.277 -2.617
H 2.487 2.281 -1.373
H 2.061 0.536 0.334
H 0.534 0.934 -0.477
H -4.349 -0.455 -1.372
H -3.311 0.294 -0.155
H -5.954 -1.142 0.406
H -4.906 -0.410 1.635
H -4.646 2.034 1.749
H -5.630 4.235 1.269
H -7.418 4.450 -0.419
H -8.212 2.447 -1.622
H -7.226 0.247 -1.141
*
```

Summary:
Energy relative to the best compared isomer or geometry (same formula, charge and spin) ... 0.702 eV
LUMO energy ... 0.54 eV
Highest occupied orbital energy ... -8.75 eV
Structure (SMILES) ... CN(CCNC(=O)C1CCN(S(=O)(=O)N2CCOCC2)CC1)CCc1ccccc1
Orbital gap ... 9.29 eV

---

Formula: C21H34O21
Source: the OMol25 dataset
Level of theory: ωB97M-V/def2-TZVPD

```
! wB97M-V def2-TZVPD RIJCOSX def2/J DEFGRID3
* xyz 1 2
C 0.348 -1.956 -3.075
C 1.454 -1.818 -4.098
O 2.363 -0.975 -3.460
C 1.797 -0.288 -2.499
O 2.287 0.672 -2.019
O 0.594 -0.829 -2.237
H 0.510 -2.850 -2.473
H -0.589 -1.968 -3.632
H 1.264 -1.428 -5.098
H 2.027 -2.731 -4.256
C -6.434 -1.855 0.742
C -6.596 -1.535 2.216
O -5.671 -0.522 2.509
C -5.157 -0.062 1.273
O -4.454 0.937 1.126
O -5.543 -0.901 0.240
H -7.371 -1.729 0.199
H -5.883 -2.777 0.558
H -6.190 -2.333 2.837
H -7.594 -1.297 2.584
C -3.583 -0.066 -3.891
C -3.368 -0.761 -2.575
O -3.535 -2.118 -3.013
C -4.319 -2.161 -4.007
O -4.847 -3.168 -4.520
O -4.468 -0.971 -4.494
H -2.738 0.103 -4.558
H -4.297 0.756 -3.843
H -4.160 -0.493 -1.875
H -2.419 -0.509 -2.103
C -0.145 1.848 0.055
C -1.570 1.908 0.589
O -1.247 1.871 2.026
C -0.032 1.480 2.209
O 0.417 1.349 3.336
O 0.633 1.257 1.096
H 0.182 2.832 -0.280
H -0.130 1.279 -0.874
H -2.130 1.003 0.354
H -2.177 2.736 0.224
C 6.105 2.808 2.973
O 5.594 2.047 1.910
C 5.055 0.832 2.148
O 5.332 0.108 3.155
O 4.258 0.623 1.193
C 3.446 -0.528 1.120
H 6.748 2.285 3.682
H 5.350 3.385 3.506
H 6.586 3.660 2.493
H 3.235 -1.064 2.045
H 4.020 -1.247 0.535
H 2.571 -0.248 0.534
C 1.519 2.155 -7.139
O 0.477 1.969 -6.145
C 0.267 2.871 -5.157
O 1.051 3.835 -4.861
O -0.850 2.590 -4.645
C -1.218 2.982 -3.302
H 1.700 1.306 -7.798
H 2.495 2.230 -6.657
H 1.484 3.082 -7.710
H -1.223 4.072 -3.293
H -0.415 2.731 -2.610
H -2.144 2.466 -3.047
C 1.672 -0.412 5.694
O 1.909 -1.132 6.867
C 2.896 -2.079 6.919
O 3.752 -2.267 6.048
O 2.621 -2.933 7.871
C 3.297 -4.126 8.058
H 2.528 0.186 5.384
H 0.723 0.105 5.837
H 1.532 -1.104 4.863
H 2.703 -4.801 8.674
H 4.237 -3.812 8.513
H 3.457 -4.508 7.050
*
```

Summary:
Energy relative to the best compared isomer or geometry (same formula, charge and spin) ... 0.638 eV
LUMO energy (alpha / beta) ... -2.91 / -9.50 eV
Highest occupied orbital energy (alpha / beta) ... -12.21 / -12.21 eV
Orbital gap (alpha / beta) ... 9.29 / 2.70 eV

---

Formula: C21H34PTl
Source: the OMol25 dataset
Level of theory: ωB97M-V/def2-TZVPD

```
! wB97M-V def2-TZVPD RIJCOSX def2/J DEFGRID3
* xyz 2 1
C 1.919 2.517 -1.510
H 2.732 3.238 -1.340
H 2.190 1.918 -2.391
H 1.879 1.850 -0.633
C 0.607 3.255 -1.724
H -0.171 2.556 -2.061
H 0.256 3.680 -0.778
C 0.716 4.349 -2.774
H -0.238 4.869 -2.888
H 1.483 5.086 -2.517
H 0.985 3.910 -3.739
C -0.926 -2.467 -0.867
C -1.578 -1.659 -1.840
C -0.606 -1.274 -2.812
C 0.627 -1.868 -2.449
C 0.424 -2.627 -1.269
C 1.448 -3.445 -0.579
C 1.902 -1.702 -3.180
C -0.834 -0.383 -3.972
C -3.000 -1.241 -1.810
C -1.556 -2.998 0.363
Tl -0.684 0.709 -0.300
H 2.758 -1.989 -2.555
H 1.930 -2.323 -4.091
H 2.050 -0.656 -3.488
H 2.460 -3.122 -0.849
H 1.355 -3.369 0.511
H 1.369 -4.514 -0.837
H -2.354 -2.334 0.730
H -2.006 -3.991 0.186
H -0.819 -3.109 1.172
H -3.179 -0.340 -2.410
H -3.661 -2.027 -2.214
H -3.344 -1.040 -0.785
H -0.003 0.329 -4.097
H -0.909 -0.961 -4.908
H -1.761 0.197 -3.870
C 2.230 1.504 2.740
P 0.985 0.379 2.037
C 1.643 -1.272 2.365
C -0.440 0.611 3.191
C -1.338 -0.428 3.517
C -2.391 -0.185 4.408
C -2.596 1.101 4.923
C -1.798 2.168 4.486
C -0.760 1.932 3.584
H 3.200 1.301 2.271
H 2.316 1.369 3.826
H 1.952 2.543 2.524
H 2.097 -1.336 3.364
H 0.857 -2.031 2.271
H 2.418 -1.492 1.613
H -1.216 -1.429 3.086
H -3.057 -1.003 4.697
H -3.398 1.284 5.640
H -1.985 3.185 4.842
H -0.184 2.777 3.190
*
```

Summary:
Energy relative to the best compared isomer or geometry (same formula, charge and spin) ... 0.000 eV
LUMO energy (alpha / beta) ... -9.26 / -9.23 eV
Highest occupied orbital energy (alpha / beta) ... -14.15 / -14.14 eV
Orbital gap (alpha / beta) ... 4.89 / 4.91 eV

---

Formula: C21H35Cl4CuO13
Source: the OMol25 dataset
Level of theory: ωB97M-V/def2-TZVPD

```
! wB97M-V def2-TZVPD RIJCOSX def2/J DEFGRID3
* xyz 1 2
Cu 1.017 0.292 -3.497
C -0.146 0.326 -0.482
O -0.191 -0.269 -1.756
H 0.444 -0.248 0.232
H 0.422 1.256 -0.483
H -1.108 0.391 0.026
C -0.481 -3.354 -3.861
C -1.447 -4.531 -3.420
C -2.655 -3.889 -2.805
O -3.765 -4.630 -3.483
C -3.240 -5.399 -4.427
O -3.902 -5.952 -5.286
O -1.878 -5.308 -4.493
H -0.848 -2.748 -4.690
H 0.459 -3.797 -4.190
H -0.150 -2.763 -3.007
H -0.935 -5.228 -2.756
H -2.772 -2.806 -2.850
H -2.577 -4.005 -1.724
C -3.970 0.294 3.693
C -3.246 0.969 2.543
C -4.192 1.583 1.602
O -3.800 2.899 1.507
C -2.821 3.136 2.433
O -2.148 4.156 2.574
O -2.503 2.001 3.143
H -4.806 -0.285 3.302
H -4.352 1.118 4.296
H -3.326 -0.252 4.382
H -2.703 0.176 2.028
H -5.164 1.593 2.094
H -4.079 1.156 0.605
C 3.898 2.060 -0.701
C 5.090 1.263 -0.482
C 5.037 0.336 0.642
O 5.512 -0.860 0.158
C 5.634 -0.744 -1.136
O 6.024 -1.651 -1.863
O 5.308 0.488 -1.572
H 2.945 1.569 -0.900
H 4.090 2.747 -1.525
H 3.756 2.687 0.180
H 6.036 1.792 -0.364
H 4.017 0.306 1.025
H 5.545 0.685 1.541
C 0.361 0.556 4.283
C 1.270 1.238 3.243
C 0.814 2.564 2.789
O 2.014 3.344 2.949
C 2.932 2.682 3.553
O 3.998 3.145 3.993
O 2.531 1.442 3.810
H 0.641 0.995 5.241
H 0.794 -0.444 4.318
H -0.678 0.373 4.006
H 1.418 0.568 2.396
H 0.212 3.023 3.574
H 0.325 2.405 1.828
Cl -3.003 4.614 -4.441
C -2.855 2.905 -3.831
C -2.312 2.953 -2.451
Cl -3.443 3.858 -1.398
H -2.104 2.575 -4.549
H -3.896 2.581 -3.850
H -1.337 3.411 -2.285
H -2.347 1.951 -2.023
Cl 2.138 -2.650 2.443
C 2.256 -2.714 0.681
C 0.939 -2.939 -0.092
Cl 0.697 -4.605 -0.469
H 2.888 -3.512 0.292
H 2.660 -1.756 0.355
H 1.018 -2.470 -1.072
H 0.039 -2.652 0.452
*
```

Summary:
Energy relative to the best compared isomer or geometry (same formula, charge and spin) ... 4.372 eV
LUMO energy (alpha / beta) ... -6.90 / -8.28 eV
Highest occupied orbital energy (alpha / beta) ... -12.97 / -12.97 eV
Orbital gap (alpha / beta) ... 6.07 / 4.69 eV